C52H46N11O4PSe2Ti | ωB97M-V/def2-TZVPD

Last column: Mulliken charge in e.
Positions of all 117 atoms, in Å:
Ti (-0.167, 0.196, -0.320)  -1.19
O (6.205, 1.137, -2.691)  -0.73
C (5.712, 0.031, -2.495)  0.24
O (6.144, -1.114, -2.595)  -0.73
C (4.192, 0.086, -2.042)  -1.19
C (3.512, 1.294, -1.951)  -0.60
C (2.173, 1.297, -1.569)  0.37
N (1.519, 0.139, -1.293)  0.64
C (2.152, -1.044, -1.489)  0.65
C (3.498, -1.094, -1.841)  -0.60
C (1.250, -2.157, -1.408)  0.30
C (1.581, -3.470, -1.767)  -0.67
C (0.601, -4.433, -1.815)  -1.01
C (-0.722, -4.037, -1.560)  -1.13
C (-0.970, -2.732, -1.212)  -0.04
N (-0.024, -1.793, -1.064)  1.12
C (1.313, 2.452, -1.476)  0.22
C (1.714, 3.762, -1.745)  -0.61
C (0.793, 4.782, -1.687)  -1.00
C (-0.531, 4.463, -1.368)  -1.20
C (-0.854, 3.158, -1.076)  -0.16
N (0.032, 2.153, -1.093)  1.36
H (4.048, 2.198, -2.194)  0.70
H (4.035, -2.019, -1.975)  0.70
H (2.598, -3.703, -2.036)  0.53
H (0.823, -5.454, -2.082)  0.47
H (-1.540, -4.734, -1.653)  0.50
H (-1.995, -2.413, -1.073)  0.23
H (2.744, 3.959, -1.993)  0.49
H (1.079, 5.802, -1.885)  0.48
H (-1.291, 5.226, -1.326)  0.54
H (-1.878, 2.918, -0.798)  0.50
C (-1.915, -1.388, 4.866)  -1.68
N (-1.806, -1.371, 3.434)  1.65
C (-0.858, -0.844, 2.654)  -2.94
N (-1.188, -0.984, 1.378)  2.02
C (-2.384, -1.620, 1.448)  -0.75
N (-2.776, -1.866, 2.667)  -1.30
C (-2.753, -0.256, 5.426)  0.59
C (-2.704, 0.014, 6.789)  -0.44
C (-3.485, 1.026, 7.325)  -1.06
C (-4.252, 1.833, 6.507)  -0.49
C (-4.280, 1.588, 5.137)  0.28
C (-3.570, 0.508, 4.615)  0.17
C (-4.969, 2.476, 4.232)  -0.14
N (-5.436, 3.672, 4.474)  -0.50
N (-5.866, 4.176, 3.313)  -0.60
C (-5.648, 3.277, 2.392)  0.19
O (-5.091, 2.162, 2.922)  -0.15
C (-5.844, 3.384, 0.966)  0.39
C (-6.257, 4.578, 0.374)  -0.78
C (-6.377, 4.647, -0.999)  -0.84
C (-6.073, 3.550, -1.792)  -0.87
C (-5.652, 2.358, -1.214)  0.72
C (-5.326, 1.162, -2.087)  -1.33
N (-3.922, 0.822, -2.061)  1.21
C (-3.181, 0.377, -1.034)  -1.27
N (-1.921, 0.214, -1.428)  1.15
C (-1.955, 0.574, -2.737)  -0.85
N (-3.144, 0.938, -3.140)  -1.14
C (-5.556, 2.277, 0.166)  0.24
H (-0.908, -1.351, 5.289)  0.41
H (-2.386, -2.336, 5.143)  0.45
H (0.053, -0.410, 3.020)  1.16
H (-2.978, -1.930, 0.614)  0.63
H (-2.063, -0.574, 7.430)  0.48
H (-3.470, 1.203, 8.388)  0.40
H (-4.828, 2.653, 6.904)  0.54
H (-3.645, 0.311, 3.559)  0.92
H (-6.477, 5.427, 1.002)  0.58
H (-6.710, 5.562, -1.464)  0.44
H (-6.177, 3.622, -2.864)  0.43
H (-5.564, 1.375, -3.131)  0.39
H (-5.901, 0.291, -1.754)  0.30
H (-3.574, 0.172, -0.059)  0.65
H (-1.098, 0.534, -3.389)  0.63
H (-5.264, 1.360, 0.657)  0.67
Se (-2.315, 1.888, 1.749)  0.69
P (-0.341, 2.478, 2.354)  0.46
Se (1.322, 1.359, 1.513)  -0.70
C (-0.296, 4.279, 2.046)  1.19
C (-1.462, 5.025, 2.164)  -0.15
C (-1.431, 6.392, 1.968)  -1.08
C (-0.244, 7.015, 1.625)  -0.62
C (0.916, 6.268, 1.489)  -0.72
C (0.893, 4.900, 1.699)  -0.78
C (-0.198, 2.350, 4.191)  1.08
C (-1.087, 3.050, 4.997)  -0.75
C (-1.000, 2.945, 6.374)  -0.53
C (-0.059, 2.113, 6.960)  -0.84
C (0.820, 1.404, 6.157)  -0.70
C (0.758, 1.534, 4.781)  -0.33
H (-2.401, 4.540, 2.392)  0.15
H (-2.335, 6.969, 2.094)  0.49
H (-0.226, 8.082, 1.456)  0.40
H (1.842, 6.757, 1.228)  0.50
H (1.784, 4.297, 1.584)  0.39
H (-1.848, 3.670, 4.548)  0.41
H (-1.670, 3.518, 6.995)  0.48
H (-0.002, 2.030, 8.037)  0.42
H (1.553, 0.745, 6.603)  0.48
H (1.484, 1.027, 4.154)  0.19
C (4.051, -0.445, 1.872)  -0.96
C (3.437, -1.825, 1.742)  -0.47
O (2.025, -1.746, 1.571)  0.48
C (1.421, -3.021, 1.655)  -0.24
C (1.253, -3.534, 3.087)  -1.58
H (5.131, -0.540, 1.929)  0.55
H (3.691, 0.059, 2.769)  0.16
H (3.802, 0.161, 1.002)  0.00
H (3.665, -2.406, 2.645)  0.41
H (3.864, -2.359, 0.879)  0.32
H (2.004, -3.744, 1.066)  0.58
H (0.437, -2.922, 1.187)  -0.20
H (2.212, -3.761, 3.546)  0.47
H (0.655, -4.442, 3.073)  0.45
H (0.749, -2.788, 3.697)  0.18

Cartesian forces (eV/Å) of the 6 atoms listed first:
-0.48 -0.38 2.03
0.47 0.87 -0.15
-1.35 0.07 0.38
0.46 -0.87 -0.05
0.64 -0.13 -0.33
-0.47 -0.34 0.21

Properties
- Energy above the lowest of the compared OMol25 structures with the same formula, charge and spin: 0.0 kJ/mol
- Gap between HOMO and LUMO (alpha / beta): 5.44 / 5.39 eV
- Molar mass: 1125.77 g mol⁻¹
- LUMO energy (alpha / beta): -0.021 / -0.021 hartree
- HOMO (alpha / beta): -6.0 / -6.0 eV
- Total energy: -242352.093 eV


C2H14NO3 | ωB97M-V/def2-TZVPD

Last column: Mulliken charge in e.
Positions of all 20 atoms, in Å:
C (2.508, 0.037, 2.546)  -0.99
C (1.147, -0.286, 1.920)  -0.36
N (1.279, -1.289, 0.806)  -0.21
H (2.552, 1.033, 2.971)  0.31
H (3.266, -0.055, 1.763)  0.32
H (2.731, -0.719, 3.300)  0.31
H (0.661, 0.603, 1.513)  0.29
H (0.445, -0.714, 2.627)  0.36
H (0.467, -1.227, 0.150)  0.26
H (2.144, -1.157, 0.296)  0.37
H (1.293, -2.220, 1.212)  0.40
H (-3.885, 2.376, -2.028)  0.32
H (-4.574, 1.098, -1.866)  0.32
O (-3.668, 1.442, -1.875)  -0.63
H (-0.918, -0.188, -1.567)  0.36
H (-1.715, -1.007, -0.594)  0.31
O (-0.833, -0.619, -0.695)  -0.70
H (-0.377, 1.078, -3.993)  0.31
H (-1.696, 1.118, -3.258)  0.32
O (-0.827, 0.698, -3.230)  -0.68

Cartesian forces (eV/Å) of the 6 atoms listed first:
-0.29 -0.97 -0.41
-0.08 0.79 0.06
-0.18 -0.15 0.57
-0.10 0.01 0.07
0.15 0.29 0.15
0.19 0.24 0.09

Properties
- Energy above the lowest of the compared OMol25 structures with the same formula, charge and spin: 30.2 kJ/mol
- Gap between HOMO and LUMO: 11.85 eV
- Charge: +1
- Molar mass: 100.14 g mol⁻¹
- LUMO energy: -0.106 hartree
- HOMO: -14.7 eV
- Total energy: -9928.133 eV


C13H24BGaN3O7S2 | ωB97M-V/def2-TZVPD

Last column: Mulliken charge in e.
Positions of all 51 atoms, in Å:
C (3.383, -1.248, 1.986)  -1.32
C (2.582, -0.878, 0.621)  0.52
C (3.643, -0.017, -0.254)  -0.38
O (3.016, 0.218, -1.534)  -0.08
C (3.716, 1.160, -2.321)  0.52
O (3.463, 1.173, -3.557)  -0.63
C (4.774, 2.226, -1.795)  -0.52
S (4.007, 3.907, -1.438)  -0.31
Ga (2.685, 3.792, 0.444)  0.31
O (0.961, 4.557, 0.093)  -0.41
B (-0.016, 3.583, 0.483)  0.49
O (-0.478, 2.524, -0.396)  -0.37
O (-0.518, 3.665, 1.838)  -0.54
O (2.130, -2.078, -0.063)  -0.40
C (0.791, -2.338, 0.335)  0.45
O (0.556, -2.546, 1.553)  -0.56
C (-0.414, -2.369, -0.702)  -0.04
S (-0.491, -0.665, -1.498)  -0.13
H (4.245, -1.943, 1.699)  0.35
H (3.819, -0.270, 2.389)  0.32
H (2.702, -1.755, 2.756)  0.32
H (1.726, -0.168, 0.905)  0.16
H (3.841, 0.920, 0.361)  0.06
H (4.593, -0.649, -0.295)  0.25
H (5.496, 2.417, -2.672)  0.25
H (5.430, 1.869, -0.932)  0.31
H (3.340, 4.668, 1.641)  -0.31
H (2.398, 2.300, 0.972)  -0.13
H (-0.916, 1.823, 0.145)  0.17
H (-1.093, 2.884, 1.988)  0.26
H (-1.433, -2.531, -0.227)  0.34
H (-0.201, -3.192, -1.472)  -0.09
H (-1.744, -0.124, -1.261)  0.07
C (-4.664, 3.964, 1.200)  -0.86
C (-3.704, 2.832, 1.388)  0.60
N (-2.936, 1.948, 1.535)  -0.62
H (-4.124, 4.912, 1.213)  0.29
H (-5.178, 3.859, 0.244)  0.27
H (-5.401, 3.962, 2.005)  0.31
C (-0.988, -6.075, -3.031)  -0.82
C (-1.941, -5.062, -2.477)  0.43
N (-2.688, -4.265, -2.043)  -0.42
H (-0.379, -5.622, -3.814)  0.27
H (-0.335, -6.442, -2.238)  0.27
H (-1.543, -6.915, -3.452)  0.33
C (-5.020, -1.669, 1.417)  -0.56
C (-5.998, -0.690, 1.995)  0.26
N (-6.762, 0.080, 2.448)  -0.42
H (-4.425, -1.185, 0.641)  0.13
H (-4.354, -2.034, 2.200)  0.26
H (-5.554, -2.514, 0.981)  0.33

Cartesian forces (eV/Å) of the 6 atoms listed first:
-0.32 0.10 -0.78
1.88 1.74 1.83
-1.22 -1.61 1.57
2.57 1.88 0.00
-0.76 0.18 -3.84
0.67 -0.29 4.41

Properties
- Gap between HOMO and LUMO: 6.80 eV
- Charge: -1
- Molar mass: 479.02 g mol⁻¹
- LUMO energy: 0.069 hartree
- HOMO: -4.9 eV
- Total energy: -107398.840 eV


C3H4ClFO | ωB97M-V/def2-TZVPD

Last column: Mulliken charge in e.
Positions of all 10 atoms, in Å:
C (0.645, -0.221, 0.716)  -0.49
C (-0.560, -0.543, -0.242)  0.11
C (0.132, 0.751, -0.201)  0.16
O (-1.884, -0.758, 0.083)  -0.45
F (-0.383, 1.881, 0.114)  -0.18
Cl (2.187, 0.863, -2.195)  -0.40
H (0.700, -0.200, 1.740)  0.33
H (1.634, -0.512, 0.485)  0.27
H (-0.357, -1.140, -1.193)  0.36
H (-2.115, -0.120, 0.694)  0.30

Cartesian forces (eV/Å) of the 6 atoms listed first:
0.67 -0.10 -1.74
0.49 -1.34 -3.30
0.27 -0.36 -0.05
1.64 -1.36 -1.42
-0.24 1.12 -0.18
-1.51 -0.04 1.36

Properties
- Energy above the lowest of the compared OMol25 structures with the same formula, charge and spin: 423.4 kJ/mol
- Gap between HOMO and LUMO (alpha / beta): 8.04 / 6.86 eV
- Molar mass: 110.51 g mol⁻¹
- LUMO energy (alpha / beta): -0.069 / -0.094 hartree
- HOMO (alpha / beta): -9.9 / -9.4 eV
- Total energy: -20458.328 eV


C24H20F4 | ωB97M-V/def2-TZVPD

Last column: Mulliken charge in e.
Positions of all 48 atoms, in Å:
F (-0.904, 2.704, 0.439)  -0.21
C (-1.884, 3.432, 1.009)  0.41
C (-3.095, 3.525, 0.359)  -0.44
C (-4.125, 4.221, 0.952)  -0.35
C (-3.940, 4.808, 2.201)  -0.54
C (-2.718, 4.714, 2.833)  -0.40
C (-1.672, 4.024, 2.228)  -0.41
H (-3.184, 3.065, -0.618)  0.39
H (-5.065, 4.348, 0.433)  0.36
H (-4.773, 5.326, 2.660)  0.36
H (-2.538, 5.163, 3.800)  0.37
H (-0.722, 3.929, 2.740)  0.46
F (2.124, 1.970, 1.857)  -0.27
C (2.246, 2.181, 3.184)  0.45
C (1.483, 1.424, 4.040)  -0.21
C (1.621, 1.618, 5.406)  -0.42
C (2.515, 2.573, 5.890)  -0.51
C (3.277, 3.322, 5.011)  -0.41
C (3.131, 3.138, 3.638)  -0.61
H (0.783, 0.692, 3.656)  0.46
H (1.008, 1.085, 6.119)  0.36
H (2.645, 2.711, 6.956)  0.37
H (3.989, 4.065, 5.344)  0.36
H (3.759, 3.680, 2.943)  0.42
F (0.015, -2.990, -5.963)  -0.35
C (0.066, -4.186, -5.342)  0.38
C (-1.006, -5.049, -5.474)  -0.48
C (-0.939, -6.264, -4.813)  -0.28
C (0.176, -6.609, -4.064)  -0.59
C (1.244, -5.733, -3.969)  -0.24
C (1.188, -4.503, -4.600)  -0.40
H (-1.855, -4.723, -6.057)  0.43
H (-1.802, -6.917, -4.865)  0.35
H (0.216, -7.580, -3.589)  0.38
H (2.133, -5.991, -3.409)  0.39
H (1.987, -3.772, -4.568)  0.42
F (1.632, -3.492, -1.178)  -0.30
C (0.999, -2.293, -1.283)  0.19
C (0.057, -2.117, -2.266)  -0.29
C (-0.546, -0.869, -2.367)  -0.37
C (-0.232, 0.143, -1.473)  -0.60
C (0.718, -0.066, -0.486)  -0.25
C (1.355, -1.291, -0.401)  -0.72
H (-0.283, -2.939, -2.879)  0.54
H (-1.332, -0.744, -3.101)  0.37
H (-0.716, 1.103, -1.595)  0.42
H (0.892, 0.674, 0.282)  0.57
H (2.074, -1.510, 0.378)  0.44

Cartesian forces (eV/Å) of the 6 atoms listed first:
0.13 0.09 -0.03
-0.09 -0.13 0.12
0.14 -0.20 -0.60
-0.06 0.33 0.22
-0.45 0.03 -0.18
0.31 -0.10 -0.02

Properties
- Energy above the lowest of the compared OMol25 structures with the same formula, charge and spin: 4.0 kJ/mol
- SMILES string: Fc1ccccc1.Fc1ccccc1.Fc1ccccc1.Fc1ccccc1
- Gap between HOMO and LUMO: 9.85 eV
- Molar mass: 384.42 g mol⁻¹
- LUMO energy: 0.031 hartree
- HOMO: -9.0 eV
- Total energy: -36082.047 eV


C2H9N6 | ωB97M-V/def2-TZVPD

Last column: Mulliken charge in e.
Positions of all 17 atoms, in Å:
H (2.286, -1.691, -1.389)  0.32
N (1.692, -0.951, -1.830)  -0.41
C (0.943, -0.359, -1.109)  0.31
C (-0.189, 0.491, -1.630)  -0.43
N (-0.629, 1.350, -0.561)  -0.36
N (-0.647, 0.421, 0.563)  0.38
N (-0.953, 0.877, 1.917)  -0.64
N (0.776, -0.300, 0.562)  0.03
N (0.773, -1.478, 1.046)  -0.53
H (-0.039, 1.181, -2.621)  0.37
H (-0.953, -0.313, -1.903)  0.22
H (-0.083, 2.153, -0.475)  0.32
H (-1.371, -0.251, 0.475)  0.37
H (-1.934, 0.886, 2.271)  0.28
H (-0.625, 1.767, 2.073)  0.25
H (0.453, -2.276, 0.501)  0.22
H (0.500, -1.505, 2.110)  0.31

Cartesian forces (eV/Å) of the 6 atoms listed first:
-0.16 0.97 -0.46
2.72 -3.32 -0.43
-2.40 2.84 2.78
-0.31 0.70 -2.36
-2.83 -2.76 0.28
-0.22 2.43 1.85

Properties
- Energy above the lowest of the compared OMol25 structures with the same formula, charge and spin: 383.7 kJ/mol
- SMILES string: [H]/N=C1/CN[N@H+](N)N1N
- Gap between HOMO and LUMO: 10.67 eV
- Charge: +1
- Molar mass: 117.14 g mol⁻¹
- LUMO energy: -0.114 hartree
- HOMO: -13.8 eV
- Total energy: -11148.122 eV


C4H5ClO | ωB97M-V/def2-TZVPD

Last column: Mulliken charge in e.
Positions of all 11 atoms, in Å:
C (0.447, -2.425, -0.043)  0.10
C (0.664, -1.270, 0.147)  -0.54
C (0.676, 0.169, 0.402)  0.49
C (1.532, 0.944, -0.256)  -0.88
O (-0.385, 0.757, 1.042)  -0.43
H (0.262, -3.355, -0.454)  0.45
H (1.457, 2.076, -0.183)  0.22
H (2.338, 0.471, -0.829)  0.27
H (-0.078, 1.627, 1.424)  0.32
Cl (-3.759, 0.129, -0.161)  -0.25
H (-3.154, 0.877, -1.089)  0.24

Cartesian forces (eV/Å) of the 6 atoms listed first:
0.23 0.39 -0.25
-0.71 1.89 1.17
-0.06 0.37 -1.34
1.06 1.00 -0.08
0.26 0.34 1.35
-0.18 -1.36 -0.19

Properties
- Energy above the lowest of the compared OMol25 structures with the same formula, charge and spin: 222.5 kJ/mol
- SMILES string: C#CC(=C)O.Cl
- Gap between HOMO and LUMO: 9.80 eV
- Molar mass: 104.54 g mol⁻¹
- LUMO energy: 0.026 hartree
- HOMO: -9.1 eV
- Total energy: -18795.893 eV